No. 1
Here is C5H6CrO11 as an isolated structure from the OMol25 dataset. Energies are from wB97M-V/def2-TZVPD.

```
23
Properties=species:S:1:pos:R:3:forces:R:3:mulliken_spin:R:1
Cr -0.1872 -0.4096 0.0171 -0.5 0.2 0.3 3.980
C 1.6532 3.2904 -0.3081 0.1 0.6 0.3 -0.002
C 0.9892 1.9226 -0.1182 -1.2 -1.1 -0.1 -0.004
O 0.3063 1.5294 0.8629 0.6 2.7 1.6 0.006
O 1.0438 1.1236 -1.0601 1.5 0.2 -2.3 0.003
H 1.4309 3.7901 -1.2509 -0.8 -0.4 -0.2 0.001
H 2.7344 3.2470 -0.4394 0.2 -0.5 0.7 0.001
H 1.3893 4.0010 0.4752 0.2 -0.1 0.2 0.002
O -3.0861 0.4097 -2.7499 0.4 -0.1 0.3 -0.003
C -2.0839 0.1401 -1.8464 3.6 -2.1 1.3 0.005
O -1.0330 -0.4793 -2.0469 0.3 -1.6 -6.1 0.009
O -2.0888 0.4199 -0.6508 -4.6 3.5 3.6 -0.014
H -3.8059 0.6977 -2.1838 -0.2 0.2 0.1 0.001
O -2.3838 -2.7129 2.5433 0.2 0.0 0.7 -0.006
C -1.6148 -1.9404 1.7690 2.2 3.4 -3.9 0.002
O -1.3987 -2.1107 0.5776 -1.5 -5.0 -3.4 0.010
O -1.0825 -0.8574 2.0825 -0.7 1.2 5.9 -0.005
H -2.2039 -2.1597 3.3070 -0.6 -0.2 1.3 0.007
O 3.0799 -2.6502 0.0677 2.3 -1.3 0.3 -0.005
C 2.0572 -1.8559 0.0033 -5.1 3.0 0.6 0.011
O 1.6507 -1.0030 0.8177 4.1 2.1 6.7 -0.015
O 1.1788 -1.8705 -0.8109 -0.6 -5.0 -8.1 0.013
H 3.4551 -2.5222 0.9421 0.2 0.2 0.2 0.002
```
Forces are in eV/Å.

<S²>: 6.0052
2S+1: 5
energy above the lowest of the compared OMol25 structures with the same formula, charge and spin: 10.3 kcal per mole
total charge: -2
frontier orbital gap (spin up / spin down): 3.86 / 6.58 eV
lowest unoccupied orbital energy (spin up / spin down): 0.2029 / 0.2023 hartree
HOMO level (spin up / spin down): 1.66 / -1.08 eV

***

No. 2
Here is one molecule with the formula C4H8N2O from the OMol25 dataset. Energies are from wB97M-V/def2-TZVPD.

```
15
Properties=species:S:1:pos:R:3:forces:R:3:lowdin_charge:R:1
C 1.0134 -0.6675 -1.4479 0.3 -0.9 -1.0 -0.114
N -0.2573 -0.7627 -0.7709 0.5 1.6 0.1 0.020
C -0.1385 -0.2363 0.3724 -0.7 -0.1 0.7 -0.310
C 0.9039 -0.4955 1.4167 0.0 0.1 0.2 -0.011
C -1.0999 0.8933 0.5943 -0.7 0.0 0.8 -0.489
N -1.9292 1.1349 -0.4596 -0.3 -0.1 0.4 0.157
O -0.9849 1.6205 1.5639 -0.3 0.1 0.0 0.059
H 1.1416 0.4042 -1.7082 0.0 -0.6 0.0 0.104
H 1.9109 -0.9999 -0.9206 -0.1 -0.2 -0.1 0.073
H 0.7890 -1.2250 -2.3265 1.0 -0.4 -1.1 0.062
H 1.9571 -0.4706 1.1247 -0.3 0.1 -0.1 0.078
H 0.7285 0.2161 2.2175 0.2 -0.1 0.2 0.074
H 0.6872 -1.5126 1.7687 0.1 0.2 0.1 0.100
H -1.9694 0.4370 -1.1927 0.1 0.1 0.3 0.091
H -2.7523 1.6642 -0.2318 0.0 0.2 -0.1 0.107
```
Forces are in eV/Å.

energy above the lowest of the compared OMol25 structures with the same formula, charge and spin: 53.8 kcal per mole
frontier orbital gap: 8.97 eV
lowest unoccupied orbital energy: 0.0012 hartree
HOMO level: -8.94 eV

***

No. 3
Here is a 3-piece molecular cluster, C6H10O overall from the OMol25 dataset. Energies are from wB97M-V/def2-TZVPD.

```
17
Properties=species:S:1:pos:R:3:forces:R:3:lowdin_charge:R:1
C -1.9005 1.0151 -0.0441 0.0 -0.2 0.0 -0.005
C -1.7635 -0.2636 0.2970 0.0 0.2 -0.3 -0.310
O -1.9200 -0.7931 1.5408 -0.1 0.2 0.1 -0.016
H -2.1745 1.7835 0.6767 0.0 -0.1 -0.1 0.057
H -1.7338 1.3155 -1.0718 0.0 -0.1 0.1 0.047
H -1.4839 -1.0308 -0.4192 0.0 0.1 0.1 0.094
H -2.1949 -0.0877 2.1430 0.0 -0.1 0.0 0.103
C 0.6253 -0.5632 -2.0796 -0.3 -0.1 -0.5 -0.008
C -0.0110 -0.8618 -3.0566 0.3 0.1 0.4 0.003
H 1.1713 -0.3029 -1.1935 -0.1 0.0 -0.2 -0.007
H -0.5686 -1.1260 -3.9282 0.1 0.0 0.1 0.017
C 1.4174 0.4285 1.3765 0.2 -0.1 0.0 -0.087
C 2.5692 -0.1229 1.0059 -0.1 0.1 0.1 -0.090
H 0.6012 -0.1649 1.7833 0.2 0.1 -0.1 0.040
H 1.2384 1.4968 1.2758 0.0 -0.2 0.0 0.057
H 3.3823 0.4693 0.5919 -0.1 -0.1 0.1 0.052
H 2.7456 -1.1918 1.1021 0.0 0.1 0.0 0.054
```
Forces are in eV/Å.

energy above the lowest of the compared OMol25 structures with the same formula, charge and spin: 84.0 kcal per mole
frontier orbital gap: 10.05 eV
lowest unoccupied orbital energy: 0.0347 hartree
HOMO level: -9.10 eV

***

No. 4
Here is C18H42HfN3O2P2 as an isolated structure from the OMol25 dataset. Energies are from wB97M-V/def2-TZVPD.

```
68
Properties=species:S:1:pos:R:3:forces:R:3:lowdin_charge:R:1
Hf -0.0156 0.0281 -0.0045 -1.9 -5.4 2.2 1.148
P -1.9954 1.3253 1.0388 -1.5 1.2 0.8 0.960
P 1.4626 -1.0401 -1.8443 1.2 -0.7 -1.5 0.961
N -1.5515 -0.8907 -1.0900 1.2 0.4 1.1 -0.295
C -3.3458 0.4668 0.1053 -0.1 0.0 -0.3 -0.263
H -4.1226 0.1810 0.8292 0.2 0.2 -0.2 0.101
H -3.7960 1.2105 -0.5695 0.2 -0.1 0.3 0.098
C -2.9616 -0.7803 -0.7256 -1.0 -0.1 -0.3 -0.258
H -3.2831 -1.6969 -0.1871 0.5 0.3 -0.2 0.142
H -3.5725 -0.7825 -1.6505 0.2 0.1 0.4 0.138
C -1.3053 -1.9210 -2.0952 -0.4 -0.5 -0.8 -0.259
H -2.0641 -1.8269 -2.8977 0.4 0.0 0.3 0.138
H -1.4976 -2.9242 -1.6585 0.1 0.6 0.1 0.142
C 0.0963 -1.9036 -2.7501 -0.2 0.1 -0.2 -0.263
H 0.0128 -1.4244 -3.7374 0.1 -0.1 0.3 0.099
H 0.4130 -2.9416 -2.9258 0.0 0.3 0.0 0.099
C 2.5886 -2.3880 -1.2527 -0.3 -0.1 0.6 -0.531
C 3.6820 -1.8741 -0.3056 0.3 -0.2 0.1 -0.102
H 4.0457 -2.7164 0.3013 0.0 0.3 -0.2 0.102
H 3.3343 -1.0972 0.3891 0.0 0.0 -0.1 0.052
H 4.5448 -1.4767 -0.8578 -0.3 -0.1 0.3 0.081
C 2.3665 -0.0129 -3.0695 -0.3 0.5 -0.2 -0.535
C 3.5923 0.6798 -2.4616 0.1 0.0 -0.1 -0.083
H 3.9672 1.4145 -3.1885 -0.1 -0.2 0.2 0.110
H 4.4074 -0.0277 -2.2598 -0.3 0.3 -0.1 0.080
H 3.3554 1.2240 -1.5388 0.1 -0.1 -0.1 0.050
C -2.2011 3.1278 0.7459 0.1 0.2 -0.5 -0.536
C -1.2011 3.9677 1.5501 -0.1 0.2 0.1 -0.085
H -1.2495 5.0034 1.1839 0.0 -0.3 0.1 0.109
H -0.1658 3.6257 1.4256 -0.2 0.1 0.1 0.050
H -1.4462 3.9879 2.6206 0.1 0.0 -0.4 0.081
C -2.3258 0.9577 2.8239 0.4 -0.6 0.0 -0.530
C -1.1627 1.3697 3.7350 -0.1 0.1 0.3 -0.099
H -1.3177 0.9189 4.7262 0.1 0.2 -0.3 0.106
H -1.1179 2.4581 3.8734 0.0 -0.4 0.0 0.077
H -0.1839 1.0295 3.3705 -0.1 0.0 0.0 0.045
C 1.4228 1.6861 0.3340 6.0 6.9 1.5 -0.062
C 2.7107 -0.7310 -4.3771 0.1 -0.1 -0.2 -0.075
H 3.4872 -1.4918 -4.2395 -0.3 0.3 -0.1 0.074
H 1.8369 -1.1976 -4.8451 0.2 0.1 0.0 0.081
H 3.1026 0.0158 -5.0811 -0.1 -0.2 0.2 0.109
C -3.6335 3.6459 0.9017 -0.2 0.2 0.1 -0.075
H -3.6574 4.6873 0.5527 0.0 -0.3 0.1 0.109
H -4.3546 3.0808 0.3009 0.1 0.2 0.1 0.081
H -3.9639 3.6425 1.9464 0.1 0.0 -0.4 0.073
C -3.6619 1.4867 3.3523 -0.2 0.0 0.2 -0.080
H -3.8963 0.9557 4.2867 0.1 0.1 -0.3 0.109
H -3.6125 2.5556 3.6001 0.0 -0.4 -0.1 0.088
H -4.5003 1.3136 2.6665 0.2 0.1 0.2 0.083
C 3.1762 -3.2674 -2.3596 0.2 -0.3 -0.1 -0.080
H 4.0564 -2.8072 -2.8283 -0.3 -0.1 0.2 0.087
H 3.5162 -4.2097 -1.9049 -0.1 0.3 -0.1 0.109
H 2.4513 -3.5319 -3.1392 0.2 0.1 0.1 0.082
H 1.9016 -3.0207 -0.6606 0.1 0.1 -0.1 0.106
H -2.3813 -0.1462 2.8268 0.0 0.2 0.0 0.112
H 1.6252 0.7724 -3.3038 0.1 -0.1 0.0 0.113
H -1.9270 3.2199 -0.3207 -0.1 0.0 0.2 0.111
O 2.1742 2.5724 0.4929 -4.1 -4.8 -0.9 0.201
H -0.7883 0.7559 -1.5333 0.3 1.4 -0.7 0.129
H -0.1264 1.3575 -1.2189 -1.3 0.6 -2.1 0.031
N 0.5909 -3.1167 2.7935 0.1 1.1 -0.5 0.252
C 0.9408 -1.8598 2.4981 0.7 -0.9 1.5 -0.532
N 1.8371 -1.2191 3.2666 -0.7 -0.2 -0.9 0.241
O 0.4141 -1.2710 1.4870 0.2 0.2 0.1 -0.191
H 1.0007 -3.5915 3.5868 -0.2 -0.2 -0.1 0.152
H -0.0851 -3.5822 2.1987 0.2 -0.1 0.3 0.149
H 2.0921 -0.2690 3.0165 0.1 -0.4 0.4 0.131
H 2.2654 -1.6871 4.0553 0.1 0.3 0.0 0.153
```
Forces are in eV/Å.

total charge: +3
frontier orbital gap (spin up / spin down): 6.97 / 6.97 eV
lowest unoccupied orbital energy (spin up / spin down): -0.4224 / -0.4224 hartree
HOMO level (spin up / spin down): -18.47 / -18.47 eV

***

No. 5
Here is C24H25FN3O4S3Sn as an isolated structure from the OMol25 dataset. Energies are from wB97M-V/def2-TZVPD.

```
61
Properties=species:S:1:pos:R:3:forces:R:3:lowdin_charge:R:1
Sn -1.4035 -0.4896 0.8619 0.3 -0.7 0.6 1.419
S -0.0272 -0.5391 -3.3106 0.0 0.1 -0.2 0.741
C -0.3198 0.8782 -4.3044 0.1 0.0 0.5 -0.625
C -0.3691 0.8985 -5.7131 0.0 0.0 -0.4 -0.204
N -0.3906 0.8870 -6.8624 0.0 0.0 0.1 0.206
C -0.4134 1.8665 -3.3800 0.0 -0.6 0.1 -0.604
S -0.1778 0.9672 -1.8833 0.2 0.1 -0.3 0.628
C -0.6138 3.2570 -3.4584 -0.1 0.4 -0.1 -0.207
N -0.7779 4.3955 -3.4432 0.0 -0.1 0.0 0.203
C 0.2086 -7.6945 2.3023 0.1 0.1 0.0 -0.014
C 1.4886 -6.9473 1.9337 0.0 -0.4 0.1 -0.295
C 2.3865 -7.7310 0.9861 -0.1 0.1 -0.1 -0.125
C 1.7056 -7.9293 -0.3625 0.1 0.0 0.1 -0.122
C 1.2024 -6.6179 -0.9037 0.0 -0.1 -0.1 -0.118
C 0.9947 -6.4583 -2.2542 0.0 0.0 0.1 0.075
C 0.5351 -5.2440 -2.7591 0.0 0.1 0.1 -0.246
F 0.3445 -5.1307 -4.0766 0.0 0.0 0.0 0.095
C 0.2865 -4.1760 -1.9472 0.0 0.1 -0.1 0.074
C 0.4895 -4.3039 -0.5670 0.0 -0.2 0.0 -0.037
C 0.2064 -3.1842 0.3078 0.3 -0.3 0.3 -0.274
O -0.2168 -2.0893 -0.2008 -0.3 0.8 0.1 -0.231
C 0.4659 -3.3839 1.6783 -0.1 0.3 -0.1 -0.027
C 0.9310 -4.6006 2.1166 0.1 -0.1 -0.1 0.058
N 1.1448 -5.6458 1.3225 0.0 0.2 0.2 0.031
C 0.9452 -5.5299 -0.0414 -0.1 0.2 -0.3 -0.056
C 0.2615 -2.3283 2.7299 0.2 -0.1 0.1 -0.568
O 0.9871 -2.2826 3.6945 -0.1 0.0 -0.1 0.112
O -0.7797 -1.5468 2.5495 -0.2 0.7 -0.5 -0.253
H 0.4590 -8.6720 2.7137 0.0 0.0 0.0 0.096
H -0.4262 -7.8365 1.4272 0.0 0.0 0.0 0.088
H -0.3620 -7.1448 3.0510 0.0 0.0 0.0 0.088
H 2.0480 -6.7240 2.8420 0.0 0.1 0.0 0.151
H 2.6278 -8.6908 1.4401 0.0 0.0 0.0 0.128
H 3.3193 -7.1812 0.8410 0.0 0.0 0.0 0.132
H 0.8714 -8.6297 -0.2718 0.0 0.0 0.0 0.127
H 2.4058 -8.3692 -1.0721 0.0 0.0 0.0 0.128
H 1.1971 -7.2767 -2.9335 0.0 0.0 0.0 0.142
H -0.0651 -3.2395 -2.3534 0.0 0.0 0.0 0.086
H 1.1370 -4.7256 3.1722 0.0 -0.1 0.0 0.161
C -1.5717 1.2272 4.7450 0.1 0.1 0.0 -0.092
C -0.3185 2.0895 4.6196 -0.1 -0.1 -0.1 -0.273
C -0.3938 3.0787 3.4472 0.2 -0.3 -0.1 -0.325
S 0.5732 2.5081 2.0231 -0.1 0.5 0.0 1.025
O -0.1752 1.3243 1.4107 -0.2 -0.4 -0.1 -0.772
C 0.2954 3.8809 0.8382 0.0 -0.3 0.1 -0.309
C -1.0117 3.8519 0.0506 -0.1 0.1 0.1 -0.293
C -2.2381 4.4409 0.7485 0.1 0.0 -0.1 -0.082
H -1.5134 0.6095 5.6398 0.0 0.0 0.0 0.085
H -1.6720 0.5576 3.8927 0.0 0.0 0.0 0.039
H -2.4656 1.8494 4.8192 0.0 0.0 0.0 0.082
H 0.5592 1.4469 4.5093 0.0 0.0 0.1 0.106
H -0.1831 2.6550 5.5413 0.1 0.0 0.0 0.112
H 0.0564 4.0407 3.6999 0.0 0.0 -0.1 0.102
H -1.4187 3.2361 3.1219 -0.1 0.1 -0.1 0.080
H 1.1376 3.7959 0.1501 0.1 0.0 0.1 0.089
H 0.4178 4.8008 1.4123 0.0 0.0 0.0 0.099
H -1.2187 2.8216 -0.2521 0.0 0.0 0.0 0.046
H -0.8297 4.4175 -0.8644 0.0 0.0 0.0 0.087
H -2.6820 3.7537 1.4670 0.0 0.0 0.1 0.063
H -3.0067 4.6719 0.0118 0.0 0.0 0.0 0.082
H -1.9861 5.3708 1.2609 0.0 0.0 0.0 0.085
```
Forces are in eV/Å.

energy above the lowest of the compared OMol25 structures with the same formula, charge and spin: 0.0 kcal per mole
total charge: +1
frontier orbital gap: 8.23 eV
lowest unoccupied orbital energy: -0.1239 hartree
HOMO level: -11.60 eV

***

No. 6
Here is one molecule with the formula C26H28N2O5S from the OMol25 dataset. Energies are from wB97M-V/def2-TZVPD.

```
62
Properties=species:S:1:pos:R:3:forces:R:3:lowdin_charge:R:1
C 0.5303 0.3506 5.4130 -0.1 0.0 0.2 -0.057
O 0.9815 0.2350 4.0806 -0.1 0.1 -0.1 -0.095
C 0.3340 0.9245 3.1168 -0.2 0.1 0.1 -0.258
C -0.7292 1.8029 3.3185 0.2 -0.2 0.2 0.009
C -1.3006 2.4632 2.2447 0.1 0.0 -0.2 -0.004
C -0.8312 2.2913 0.9482 0.2 0.1 0.3 -0.215
C -1.5211 2.9485 -0.2122 -0.3 -0.3 0.0 -0.048
C -2.5437 1.9178 -0.7040 0.3 0.7 -0.1 -0.487
O -3.6657 1.8455 -0.2557 -0.3 0.0 0.2 0.079
N -2.0508 1.0745 -1.6313 0.1 -0.4 -0.4 0.110
C -2.7289 -0.1575 -2.0061 -0.1 0.0 0.1 -0.215
C -1.7295 -1.2867 -1.8360 0.0 -0.1 -0.1 -0.168
C -1.2348 -1.5417 -0.5606 0.0 -0.1 0.0 -0.029
C -0.2648 -2.5060 -0.3594 -0.1 0.0 0.1 -0.075
C 0.2189 -3.2288 -1.4378 0.0 -0.1 -0.1 -0.077
C -0.2706 -2.9839 -2.7085 0.1 -0.1 0.0 -0.075
C -1.2366 -2.0123 -2.9106 -0.1 0.1 0.0 -0.026
C -3.3324 -0.0967 -3.3889 -0.1 0.1 0.0 -0.194
C -4.3331 -1.0018 -3.7247 0.1 0.1 0.0 -0.037
C -4.8984 -0.9895 -4.9860 -0.1 -0.1 0.0 -0.080
C -4.4732 -0.0676 -5.9285 0.0 0.0 -0.1 -0.094
C -3.4802 0.8380 -5.6008 0.0 0.0 -0.1 -0.082
C -2.9103 0.8222 -4.3389 0.0 -0.1 0.1 -0.034
C 0.2247 1.4080 0.7493 0.0 0.1 0.0 -0.014
C 0.7876 0.7377 1.8119 0.5 -0.5 0.0 -0.176
S 2.1100 -0.4257 1.5129 0.0 0.5 0.0 0.693
O 2.4139 -0.3693 0.1072 0.0 0.3 0.2 -0.283
O 1.7692 -1.7008 2.0719 0.1 0.1 0.3 -0.270
N 3.3515 0.2604 2.4090 -0.8 -0.5 -0.5 -0.224
C 3.9786 -0.5950 3.3965 0.2 -0.6 0.2 -0.173
C 5.0554 -1.4629 2.7424 -0.2 0.0 0.2 -0.181
O 6.0024 -0.6681 2.0607 0.2 0.1 0.1 -0.127
C 5.3887 0.1086 1.0549 -0.1 0.3 -0.1 -0.186
C 4.3142 1.0275 1.6449 0.4 0.1 -0.5 -0.165
H 1.1750 -0.3035 5.9971 -0.1 0.1 0.0 0.097
H 0.6270 1.3773 5.7797 0.0 0.0 0.0 0.100
H -0.5075 0.0205 5.5150 0.0 0.0 0.0 0.101
H -1.1242 1.9726 4.3073 0.0 0.0 0.1 0.108
H -2.1373 3.1227 2.4194 -0.1 0.1 0.0 0.124
H -0.8156 3.2029 -1.0022 0.0 0.1 0.0 0.121
H -2.0547 3.8407 0.1123 0.0 0.0 -0.1 0.125
H -1.0823 1.1438 -1.9020 -0.1 0.1 0.1 0.144
H -3.5456 -0.2779 -1.2814 0.2 0.0 -0.1 0.158
H -1.6115 -0.9720 0.2783 0.0 0.1 0.1 0.121
H 0.1267 -2.6788 0.6305 0.0 0.0 0.1 0.087
H 0.9801 -3.9785 -1.2849 0.1 -0.1 0.0 0.104
H 0.1052 -3.5443 -3.5523 0.0 0.0 -0.1 0.102
H -1.6064 -1.8192 -3.9071 0.0 0.0 -0.1 0.112
H -4.6646 -1.7201 -2.9889 -0.1 -0.1 0.1 0.122
H -5.6752 -1.6978 -5.2341 -0.1 -0.1 0.0 0.102
H -4.9165 -0.0544 -6.9132 0.0 0.0 -0.1 0.100
H -3.1454 1.5610 -6.3304 0.0 0.1 -0.1 0.101
H -2.1382 1.5360 -4.0932 0.0 0.1 0.0 0.107
H 0.6353 1.2113 -0.2292 0.0 0.0 -0.2 0.117
H 4.4200 0.0462 4.1659 -0.1 0.0 0.0 0.135
H 3.1952 -1.2141 3.8288 0.2 0.0 0.2 0.109
H 4.5681 -2.1563 2.0406 0.1 0.0 0.1 0.129
H 5.6153 -2.0272 3.4900 -0.1 0.0 0.0 0.129
H 4.9162 -0.5427 0.3059 0.1 0.1 0.0 0.120
H 6.1877 0.6887 0.5899 -0.1 0.0 0.0 0.129
H 4.7700 1.7618 2.3170 -0.1 0.0 -0.1 0.133
H 3.7773 1.5394 0.8475 0.2 0.2 0.0 0.120
```
Forces are in eV/Å.

energy above the lowest of the compared OMol25 structures with the same formula, charge and spin: 11.2 kcal per mole
frontier orbital gap: 9.30 eV
lowest unoccupied orbital energy: 0.0202 hartree
HOMO level: -8.75 eV

***

Short version: largest force on an atom = 0.1859; 0.0335; 0.0109; 0.1797; 0.0190; 0.0204 hartree/bohr, in the order given.